{"formula": "C4H9N3O", "method": "ωB97M-V with the def2-TZVPD basis set", "elements": ["C", "C", "C", "C", "N", "O", "N", "N", "H", "H", "H", "H", "H", "H", "H", "H", "H"], "xyz": [[-1.4843, 1.6538, -0.2932], [1.4783, 0.4844, 1.0412], [-0.7340, -0.6799, -0.1508], [1.0687, -0.3552, -0.1301], [-1.1166, -1.9933, -0.0992], [2.0637, -1.3226, -0.3262], [0.3193, -0.1648, -1.2103], [-1.6428, 0.2299, -0.2571], [2.1213, -1.4998, -1.2758], [-0.4288, -2.6745, -0.3774], [-2.0774, -2.1711, -0.3495], [-0.8710, 2.0643, 0.5085], [-1.0386, 2.0108, -1.2261], [-2.4869, 2.0880, -0.2267], [2.4748, 0.3829, 1.4745], [0.9484, 0.3812, 1.9889], [1.4058, 1.5660, 0.9093]], "atomic_forces_ev_per_a": [[-0.113, -0.088, -0.384], [-0.034, 1.448, 2.260], [-3.265, 2.874, -3.315], [2.292, -0.623, -3.596], [0.882, -0.551, 0.590], [0.230, -0.005, 1.339], [2.147, -0.052, 2.450], [-1.113, -1.228, 2.750], [-0.588, -0.030, 0.059], [-0.133, 0.035, -0.072], [0.109, 0.078, 0.063], [0.046, -0.164, 0.166], [0.152, -0.258, -0.191], [0.218, 0.002, 0.066], [0.358, -0.737, -1.035], [-0.893, -0.565, -0.319], [-0.297, -0.135, -0.833]], "gap_ha": [0.288, 0.288], "total_energy_ha": -397.1566, "total_charge": 0, "relative_energy_ev": 5.280}

=====

{"formula": "C4H9N3O", "method": "ωB97M-V with the def2-TZVPD basis set", "elements": ["C", "C", "C", "C", "N", "N", "N", "O", "H", "H", "H", "H", "H", "H", "H", "H", "H"], "xyz": [[-2.6728, 0.6814, 0.0710], [-2.1669, -0.8130, -0.3590], [1.4779, -0.8731, 0.8898], [2.0806, 1.1083, -0.5491], [-1.9075, 1.5384, 0.4261], [-0.0695, 0.1621, -0.6631], [1.0720, 0.2402, -0.0064], [-0.7963, -0.9605, -0.1872], [-3.7630, 0.5638, 0.3222], [-2.6160, -1.5601, 0.2185], [-2.5132, -0.7797, -1.4734], [1.6740, -1.7112, 0.2306], [2.3711, -0.6337, 1.3671], [0.7864, -1.0212, 1.7234], [3.0038, 0.9703, -0.0274], [2.0791, 0.9072, -1.6409], [1.9604, 2.1809, -0.3423]], "atomic_forces_ev_per_a": [[-1.138, -3.763, 1.079], [0.192, 3.317, -3.183], [-1.112, 0.691, -0.930], [-0.588, 0.513, -0.970], [1.045, 1.662, -0.036], [-1.409, -0.061, -0.289], [0.150, -1.068, 2.134], [0.930, 0.653, -0.045], [0.493, 0.757, -0.457], [-0.886, -1.051, 0.689], [0.747, -0.738, 1.675], [-0.345, -0.709, 0.406], [1.727, 0.752, 0.510], [-0.301, -0.345, -0.661], [0.729, -0.926, -0.147], [0.697, 0.462, 0.533], [-0.930, -0.146, -0.310]], "gap_ha": [0.329, 0.254], "total_energy_ha": -397.0928, "total_charge": 0, "relative_energy_ev": 7.016}

=====

{"formula": "C4H9N3O", "method": "ωB97M-V with the def2-TZVPD basis set", "elements": ["C", "C", "O", "N", "C", "N", "C", "N", "H", "H", "H", "H", "H", "H", "H", "H", "H"], "xyz": [[2.8198, -0.0797, -0.5282], [1.5588, 0.2757, 0.5086], [1.2662, -0.3967, 1.5780], [0.7665, 1.4711, 0.3198], [-0.5476, 1.3095, 0.2547], [-1.2915, 0.1782, 0.2413], [-0.9557, -1.1685, -0.1156], [-2.7287, 0.3183, 0.2762], [3.2877, -1.1034, -0.2910], [2.3623, 0.2857, -1.5935], [3.4325, 0.7847, -0.2527], [-1.2052, 2.2191, 0.3792], [-1.9199, -1.2356, -0.9933], [-0.7092, -1.6883, 0.9217], [-0.0265, -1.1159, -0.7449], [-3.0538, -0.7006, 0.9385], [-3.0555, 0.6464, -0.8988]], "atomic_forces_ev_per_a": [[-3.304, 1.883, 0.557], [-1.312, -2.007, 3.338], [1.965, 1.910, -4.405], [-0.848, -1.941, -1.361], [1.028, 0.946, 1.380], [-1.381, 0.893, -0.067], [0.052, 0.735, -1.934], [-0.438, -0.390, -0.413], [-0.974, 1.775, -0.819], [1.379, -1.741, 2.301], [0.633, -0.451, -0.155], [0.882, -0.961, -0.353], [2.899, -1.659, 2.899], [-1.042, -0.056, -2.575], [-0.628, -0.529, 0.735], [0.564, 4.051, -3.665], [0.523, -2.458, 4.538]], "gap_ha": 0.329, "total_energy_ha": -397.1037, "total_charge": 0, "relative_energy_ev": 6.719}

=====

{"formula": "C4H9N3O", "method": "ωB97M-V with the def2-TZVPD basis set", "elements": ["H", "N", "C", "N", "C", "N", "C", "C", "O", "H", "H", "H", "H", "H", "H", "H", "H"], "xyz": [[-1.3005, -2.3609, -1.4371], [-0.7362, -1.4820, -1.4781], [0.0696, -1.4052, -0.4918], [0.0742, -2.1704, 0.6889], [0.9622, -0.2067, -0.5024], [0.3112, 0.9496, -1.0053], [-0.7103, 1.4000, -0.1108], [-0.2381, 1.9821, 1.1652], [-0.8372, 2.9055, 1.7162], [0.9390, -2.4077, 1.0921], [-0.6231, -2.8531, 0.8754], [1.8998, -0.2809, -1.0983], [1.4449, 0.0047, 0.5394], [0.9169, 1.7406, -1.1753], [-1.3960, 0.6077, 0.1689], [-1.4038, 2.0591, -0.6766], [0.6273, 1.5177, 1.7298]], "atomic_forces_ev_per_a": [[0.379, 0.882, 0.120], [-0.273, -1.523, 0.426], [-0.984, -0.333, -0.050], [-0.248, 0.932, -0.959], [3.670, 0.971, 1.505], [-0.648, 0.476, -0.085], [-1.344, 0.556, -0.906], [-0.982, 1.762, 2.082], [1.040, -1.241, -0.774], [1.126, 0.047, 0.500], [-0.549, -0.435, -0.459], [-0.721, -0.793, -0.010], [-1.065, -0.758, -1.148], [0.426, -0.358, -0.196], [0.056, -0.673, 0.024], [0.564, 0.196, 0.691], [-0.448, 0.291, -0.764]], "gap_ha": 0.353, "total_energy_ha": -397.2710, "total_charge": 0, "relative_energy_ev": 2.167}

=====

Q: Number 3 is which compound?
A: C4H9N3O